C9H8ClN2O2 | ωB97M-V/def2-TZVPD

Geometry as ORCA input:
```
! RIJCOSX wB97M-V def2-TZVPD def2/J DEFGRID3
* xyz -1 1
C -0.7357 2.6298 -0.9894
C 0.1711 2.0797 -0.0050
C -1.5316 1.8711 -1.7802
C 0.3670 0.7137 0.1332
C -1.3199 0.4407 -1.7002
C -0.2736 -0.1135 -0.7885
C 2.4227 -0.7001 3.2863
C -1.8283 -0.4791 -2.5418
C 0.4371 -2.1182 0.2841
N -0.2122 -1.4744 -0.8393
N -0.9999 -2.1383 -1.5312
O 2.6794 -0.4560 2.1469
O 2.7349 -0.7156 4.4021
Cl 0.3030 -1.1514 3.3262
H -0.9475 3.7970 -1.0484
H 0.7738 2.8040 0.6593
H -2.2906 2.1246 -2.5310
H 0.9227 0.2559 0.8696
H -2.7465 -0.7175 -2.8844
H 0.4421 -3.2192 0.0067
H 1.5253 -1.6782 0.2485
H 0.1066 -1.7549 1.2766
*
```

Summary:
* strongest force on any atom: 5.686 eV Å⁻¹
* lowest unoccupied orbital energy (alpha / beta): 3.079 / 3.081 eV
* frontier orbital gap (alpha / beta): 7.328 / 7.330 eV
* energy above the lowest of the compared OMol25 structures with the same formula, charge and spin: 102.77 kcal/mol